Computed, not measured: an isolated ion of composition C9H15N2S and charge +1, with ωB97M-V/def2-TZVPD.

Structure (XYZ):
```
27
Properties=species:S:1:pos:R:3:forces:R:3
C -0.960 -0.513 0.514 0.1 -3.4 0.8
C 0.171 -0.083 1.456 -1.9 0.7 -0.6
C 0.163 -1.960 -1.420 1.3 0.0 -1.5
C -0.236 0.168 -0.562 1.5 2.0 -2.7
C 0.882 0.420 0.438 0.4 0.4 -0.2
C -2.460 -0.545 0.521 -0.6 -3.2 -0.8
C 0.080 -0.068 2.920 0.1 -0.8 0.8
C -0.888 1.420 -1.128 0.9 -1.5 -1.2
C 2.243 0.993 0.194 0.5 -1.4 -2.1
N 0.180 -0.678 -1.742 -1.2 -0.2 3.3
N 0.792 -2.765 -2.285 0.0 0.4 -1.2
S -0.465 -2.419 0.054 -0.5 0.0 1.1
H -2.752 -1.153 -0.429 0.2 1.1 1.6
H -2.884 0.381 0.408 -0.8 2.6 -0.3
H -3.031 -1.007 1.363 1.1 0.1 -0.4
H 1.064 -0.299 3.375 -0.7 0.1 0.0
H -0.709 -0.806 3.233 1.0 0.6 -0.1
H -0.260 0.911 3.274 0.2 -0.1 0.0
H -1.433 1.231 -2.045 -0.4 -0.2 0.0
H -0.084 2.031 -1.408 1.2 1.3 -0.5
H -1.465 1.946 -0.455 -1.3 1.0 1.5
H 2.248 1.546 -0.806 -0.1 -0.3 1.5
H 2.938 0.077 -0.079 -0.9 1.8 1.1
H 2.593 1.637 1.006 0.2 -0.4 -0.3
H 0.254 -0.404 -2.685 0.1 0.8 -1.0
H 1.168 -2.245 -3.131 -0.6 -1.7 1.4
H 0.551 -3.753 -2.320 0.4 0.4 -0.2
```
Positions in Å, forces in eV/Å.

Properties
Relative energy (zero: lowest compared OMol25 entry of this formula, charge and spin) (eV): 0.626
HOMO level (eV): -12.7
Charge: +1
Kohn-Sham gap (eV): 9.5855